{
  "formula": "C33H44F4GaN4O",
  "method": "wB97M-V/def2-TZVPD",
  "total_energy_ev": -106167.7016,
  "homo_energy_ha": [-0.062, -0.060],
  "charge": -1,
  "de_lowest_kj_mol": 2130.1,
  "elements": ["Ga", "C", "C", "N", "C", "C", "C", "C", "N", "C", "C", "F", "C", "F", "C", "C", "F", "C", "F", "H", "H", "H", "H", "H", "H", "H", "H", "H", "H", "H", "H", "H", "H", "H", "C", "C", "C", "C", "C", "C", "C", "C", "C", "C", "C", "C", "N", "C", "C", "C", "C", "C", "N", "C", "C", "C", "C", "H", "H", "H", "H", "H", "H", "H", "H", "H", "H", "H", "H", "H", "H", "H", "H", "H", "H", "H", "H", "H", "H", "H", "H", "H", "H", "H", "H", "H", "O"],
  "xyz": [[0.11, 0.90, 0.39], [-1.14, -1.44, 4.08], [-1.44, -0.96, 2.67], [-0.79, 0.34, 2.30], [0.74, 0.19, 2.49], [1.45, -0.86, 1.54], [-1.31, 1.42, 3.16], [-1.90, 2.53, 2.16], [-0.99, 2.54, 1.04], [-1.58, 2.11, -0.20], [-1.67, 0.74, -0.79], [-1.13, -0.51, -0.11], [-2.22, 0.58, -2.08], [-2.24, -0.64, -2.64], [-2.71, 1.62, -2.80], [-2.68, 2.91, -2.25], [-3.18, 3.93, -2.96], [-2.13, 3.13, -1.03], [-2.10, 4.39, -0.59], [-1.71, -2.35, 4.28], [-1.42, -0.71, 4.84], [-0.08, -1.69, 4.23], [-2.95, -0.99, 2.54], [-1.14, -1.75, 1.97], [0.96, -0.06, 3.54], [1.22, 1.16, 2.31], [1.08, -1.87, 1.70], [2.52, -0.86, 1.74], [1.35, -0.63, 0.40], [-0.55, 1.85, 3.80], [-2.12, 1.06, 3.80], [-1.90, 3.50, 2.67], [-2.95, 2.29, 1.93], [-3.13, 1.45, -3.78], [2.82, -4.03, 0.72], [2.11, -3.48, -0.53], [2.56, -4.27, -1.77], [0.60, -3.52, -0.38], [0.05, -4.79, -0.09], [-1.27, -4.98, 0.16], [-2.15, -3.89, 0.14], [-1.76, -2.61, -0.15], [-3.05, -1.50, -0.19], [-3.75, -1.16, 1.14], [-4.15, -2.02, -1.14], [-0.22, -2.40, -0.45], [0.68, -0.92, -0.97], [1.51, -0.86, -1.96], [2.11, 0.45, -2.12], [3.08, 0.87, -3.03], [3.25, 2.20, -2.70], [2.42, 2.57, -1.60], [1.72, 1.47, -1.24], [2.50, 4.03, -1.09], [3.51, 4.83, -1.91], [2.95, 4.11, 0.38], [1.12, 4.68, -1.25], [3.90, -3.94, 0.60], [2.59, -5.08, 0.89], [2.54, -3.47, 1.60], [2.47, -2.47, -0.63], [2.29, -5.32, -1.69], [3.65, -4.20, -1.88], [2.11, -3.86, -2.67], [0.71, -5.66, -0.05], [-1.64, -5.97, 0.39], [-3.20, -4.08, 0.35], [-2.64, -0.63, -0.56], [-4.22, -2.04, 1.60], [-4.53, -0.41, 0.96], [-2.72, -0.56, 2.00], [-4.63, -2.93, -0.75], [-3.76, -2.24, -2.13], [-4.92, -1.26, -1.24], [1.79, -1.69, -2.61], [3.56, 0.29, -3.80], [3.94, 2.85, -3.21], [4.52, 4.41, -1.81], [3.54, 5.86, -1.54], [3.25, 4.86, -2.97], [3.94, 3.66, 0.50], [2.25, 3.59, 1.03], [3.00, 5.16, 0.69], [0.80, 4.65, -2.29], [1.14, 5.72, -0.91], [0.39, 4.14, -0.64], [1.00, 2.49, 0.47]]
}